No. 1
Below is a cluster of 9 separate species, C15H36Br12O3 in total in a non-equilibrium geometry, with properties calculated with wB97M-V/def2-TZVPD.

Structure (XYZ):
```
66
Properties=species:S:1:pos:R:3:forces:R:3:nbo_charge:R:1
Br -4.156 -2.547 -1.498 -0.10 0.48 0.32 -0.023
C -4.717 -0.727 -0.939 0.43 -0.18 -2.06 -0.429
C -3.986 0.254 -1.834 0.93 1.74 -0.31 -0.408
Br -4.883 2.070 -1.789 -0.08 -0.69 0.19 -0.080
H -4.434 -0.585 0.058 0.25 0.01 1.48 0.226
H -5.787 -0.694 -1.083 -0.11 0.01 0.03 0.236
H -3.969 0.047 -2.911 -0.14 -0.28 0.57 0.238
H -2.955 0.599 -1.513 -1.19 -1.11 -0.22 0.246
Br 0.362 3.494 3.200 0.03 0.12 -0.18 -0.010
C -0.886 4.146 1.851 -0.34 0.71 0.09 -0.462
C -2.055 3.192 1.722 0.84 -0.36 -0.18 -0.423
Br -1.513 1.501 0.781 -0.22 0.83 0.45 -0.075
H -0.322 4.280 0.930 -0.03 0.09 0.06 0.234
H -1.275 5.136 2.211 0.46 -0.92 -0.34 0.245
H -2.841 3.620 1.065 0.20 -0.36 0.95 0.252
H -2.236 2.864 2.761 -0.98 0.13 -0.85 0.245
Br -1.305 2.734 -3.530 -0.32 0.33 0.46 -0.026
C -1.800 3.861 -1.973 -0.32 0.40 -0.77 -0.441
C -2.550 5.101 -2.459 0.88 -0.04 0.82 -0.420
Br -3.156 6.151 -0.898 0.14 -0.27 -0.01 -0.045
H -0.840 4.090 -1.522 -0.16 0.12 0.22 0.225
H -2.461 3.286 -1.341 0.22 -0.33 0.09 0.231
H -3.464 4.872 -2.979 0.00 -0.09 -0.41 0.236
H -1.867 5.782 -2.957 -0.30 -0.08 -0.41 0.231
Br 5.018 5.345 -2.902 0.38 -0.18 -0.08 -0.009
C 3.521 4.124 -2.777 -0.93 1.53 0.15 -0.451
C 2.918 4.172 -1.389 -0.79 -0.39 -1.09 -0.451
Br 2.049 5.841 -0.959 -0.04 0.16 0.01 -0.013
H 3.790 3.119 -3.047 0.32 -0.27 -0.11 0.238
H 2.795 4.564 -3.480 0.26 -0.59 0.12 0.230
H 3.608 3.951 -0.626 0.90 -0.13 0.91 0.225
H 2.129 3.434 -1.377 -0.22 -0.22 0.14 0.229
Br 1.754 0.592 -2.210 0.14 0.41 0.06 -0.002
C 1.336 -0.183 -0.494 -1.84 -0.40 0.01 -0.504
C 1.892 0.460 0.734 0.86 1.52 0.66 -0.396
Br 3.907 0.280 1.081 -1.01 -0.31 -0.45 -0.085
H 1.564 -1.202 -0.663 0.81 -1.03 0.43 0.253
H 0.200 -0.276 -0.435 1.41 0.70 0.07 0.252
H 1.422 0.079 1.675 0.38 0.42 -0.94 0.254
H 1.901 1.588 0.661 -0.62 -1.38 0.30 0.239
Br 1.573 -6.824 -1.333 0.70 -0.38 0.18 -0.035
C 0.422 -5.344 -0.860 1.53 0.63 1.11 -0.455
C 0.022 -4.667 -2.150 -0.80 1.69 2.22 -0.436
Br 0.895 -2.953 -2.550 0.54 -0.57 -0.18 -0.027
H 0.961 -4.662 -0.127 -0.64 -0.80 -1.14 0.248
H -0.345 -5.845 -0.274 -0.50 0.41 -0.47 0.239
H -0.934 -4.222 -1.938 -0.86 -0.48 -0.47 0.235
H 0.079 -5.330 -2.957 -0.11 -0.49 -1.29 0.231
C -1.545 -1.911 1.488 0.34 1.10 -0.71 -0.234
O -0.627 -2.916 1.191 1.27 -1.09 0.13 -0.779
H -1.122 -1.196 2.237 -0.70 -0.49 -0.39 0.172
H -1.723 -1.346 0.521 0.16 -0.47 1.01 0.154
H -2.507 -2.343 1.760 -0.16 0.20 0.45 0.167
H -0.086 -3.205 1.971 -0.84 0.55 -0.47 0.511
C 3.666 -3.865 0.942 -1.36 -0.96 -0.45 -0.262
O 3.177 -2.964 1.973 0.88 0.67 -1.44 -0.779
H 2.893 -4.685 0.677 1.17 1.37 0.90 0.181
H 3.939 -3.444 -0.034 -0.44 0.72 0.32 0.184
H 4.573 -4.313 1.282 0.54 -0.69 0.44 0.173
H 3.655 -2.099 1.830 -0.79 -1.13 0.31 0.493
C 0.922 -4.219 4.813 0.64 -0.66 -0.12 -0.255
O 0.902 -3.442 3.609 0.08 -0.26 0.93 -0.763
H -0.057 -4.148 5.216 -1.05 -0.33 0.22 0.182
H 1.183 -5.300 4.583 -0.25 1.23 0.45 0.169
H 1.555 -3.817 5.647 0.02 -0.20 -1.06 0.172
H 1.817 -3.356 3.341 0.56 0.29 -0.67 0.504
```
Forces are in eV/Å.

Calculated values
Molecular weight (g mol⁻¹): 1223.30
SMILES: BrCCBr.BrCCBr.BrCCBr.BrCCBr.BrCCBr.BrCCBr.CO.CO.CO
Calculated total energy (eV): -862790.115
Lowest unoccupied orbital energy (eV): 0.12
Max |F| (eV/Å): 2.90


No. 2
Below is a structure of composition C15H36KN7O3 in a non-equilibrium geometry, with properties calculated with wB97M-V/def2-TZVPD.

Structure (XYZ):
```
62
Properties=species:S:1:pos:R:3:forces:R:3:nbo_charge:R:1
K -0.045 -0.171 -0.327 1.20 -0.81 -0.09 0.860
C 1.379 3.256 0.732 -0.11 -0.13 0.12 -0.418
C 0.883 3.454 -0.701 0.20 -0.30 -0.23 -0.199
N 0.240 2.256 -1.229 -0.39 0.43 -0.22 -0.649
C 0.036 2.171 -2.681 0.25 -0.14 0.29 -0.217
C 0.057 0.705 -3.150 0.36 -0.05 0.26 -0.247
N 1.302 0.067 -2.687 -0.34 -0.23 -0.22 -0.643
C 1.396 -1.392 -2.839 0.02 0.32 0.10 -0.225
C 2.672 -1.917 -2.148 -0.06 0.18 0.11 -0.405
C 2.407 -2.784 -0.911 -0.27 0.00 0.18 -0.214
N 1.572 -2.147 0.116 0.58 -0.20 0.28 -0.686
C 2.263 -1.629 1.315 0.01 0.11 -0.40 -0.228
C 2.899 -0.239 1.154 -0.31 0.14 -0.16 -0.224
N 1.891 0.821 1.019 0.52 0.01 0.57 -0.652
C 2.448 2.171 0.910 0.00 -0.22 -0.25 -0.205
H 0.534 3.031 1.394 0.02 -0.02 -0.10 0.222
H 1.782 4.211 1.078 0.06 -0.02 -0.03 0.208
H 1.747 3.653 -1.344 0.03 0.04 0.03 0.179
H 0.251 4.348 -0.752 -0.11 0.06 0.03 0.168
H -0.645 2.106 -0.751 -0.05 0.30 -0.10 0.368
H 0.857 2.706 -3.168 0.06 -0.01 0.03 0.182
H -0.888 2.652 -3.018 -0.07 -0.01 -0.03 0.184
H -0.059 0.660 -4.240 -0.06 0.07 -0.08 0.174
H -0.798 0.163 -2.727 0.09 0.04 -0.07 0.221
H 2.098 0.514 -3.125 0.04 0.00 0.03 0.357
H 1.372 -1.705 -3.889 0.01 -0.04 -0.10 0.169
H 0.503 -1.830 -2.374 0.09 0.03 -0.04 0.194
H 3.277 -1.051 -1.857 -0.05 -0.04 -0.01 0.202
H 3.281 -2.490 -2.851 -0.03 -0.06 0.01 0.205
H 3.359 -3.121 -0.482 0.08 0.05 -0.01 0.176
H 1.886 -3.690 -1.230 0.01 -0.01 -0.08 0.190
H 0.841 -2.778 0.429 0.18 0.03 0.04 0.410
H 3.054 -2.316 1.641 0.05 -0.07 0.01 0.176
H 1.528 -1.588 2.123 -0.03 -0.03 -0.03 0.213
H 3.535 -0.229 0.261 -0.07 0.05 0.00 0.185
H 3.574 -0.066 2.005 -0.01 -0.03 0.08 0.168
H 1.251 0.786 1.815 0.13 0.07 -0.07 0.374
H 3.117 2.171 0.041 -0.03 0.03 0.00 0.183
H 3.075 2.414 1.778 0.03 0.04 0.11 0.164
N -2.411 -1.870 -2.175 0.03 -0.05 0.03 -0.660
N -2.871 -2.051 -0.853 -0.13 -0.03 0.00 -0.524
C -2.942 -0.915 -0.019 0.11 0.56 0.07 0.865
O -3.599 -1.040 1.026 0.04 -0.07 -0.12 -0.767
O -2.275 0.105 -0.398 -1.90 -0.07 0.23 -0.862
H -3.138 -1.475 -2.765 -0.02 -0.03 -0.05 0.340
H -2.148 -2.775 -2.541 0.01 0.01 -0.01 0.351
H -3.695 -2.625 -0.734 0.01 -0.03 -0.07 0.360
C -2.798 2.875 2.296 -0.19 0.21 -0.02 -0.634
C -2.168 1.606 2.820 0.22 -0.23 -0.17 -0.062
O -1.190 1.097 1.912 0.03 0.09 0.05 -0.799
H -3.543 3.258 3.000 0.04 -0.01 -0.02 0.206
H -3.304 2.692 1.345 0.03 -0.06 0.04 0.216
H -2.049 3.654 2.139 0.03 -0.04 0.02 0.198
H -2.930 0.842 2.991 -0.05 -0.01 0.00 0.183
H -1.650 1.787 3.763 0.03 0.03 0.03 0.162
H -1.682 0.784 1.118 -0.37 0.05 0.14 0.499
C -3.032 -3.206 3.205 0.59 -0.01 -0.24 -0.734
C -1.752 -3.161 2.466 -0.49 0.08 0.34 0.375
N -0.748 -3.112 1.913 -0.07 -0.05 0.01 -0.428
H -2.870 -2.852 4.222 0.02 0.01 -0.03 0.248
H -3.397 -4.231 3.242 0.00 -0.01 -0.04 0.243
H -3.740 -2.558 2.696 -0.01 0.06 -0.11 0.305
```
Forces are in eV/Å.

Calculated values
Molecular weight (g mol⁻¹): 401.60
Calculated total energy (eV): -49038.011
Lowest unoccupied orbital energy (eV): 0.31
Max |F| (eV/Å): 1.92


No. 3
Below is a cluster of 5 separate species, C15H36N2O8P2 in total in a non-equilibrium geometry, with properties calculated with wB97M-V/def2-TZVPD.

Structure (XYZ):
```
63
Properties=species:S:1:pos:R:3:forces:R:3:nbo_charge:R:1
C -2.185 -1.677 5.737 -0.10 0.07 -0.07 -0.245
O -0.916 -1.058 5.673 0.05 0.00 0.06 -0.558
C -0.808 0.130 4.911 -0.06 0.16 -0.04 -0.070
C 0.118 -0.075 3.722 0.21 -0.13 -0.02 -0.357
N -0.418 -1.092 2.824 -0.73 0.66 0.27 -1.028
P -0.633 -0.875 1.193 0.45 -0.51 -0.44 2.499
O 0.016 0.326 0.662 -0.22 -0.19 0.16 -1.101
O -0.130 -2.252 0.584 -0.34 1.29 -0.84 -1.016
O -2.217 -0.852 0.908 0.09 0.27 0.09 -0.991
P 1.800 -0.728 4.247 -0.30 0.32 0.01 1.342
N 2.160 -2.104 3.623 0.28 -0.16 0.16 -1.337
H -2.259 -2.509 5.023 0.00 0.07 0.08 0.162
H -2.323 -2.073 6.745 0.02 0.01 -0.10 0.198
H -2.988 -0.959 5.527 0.06 -0.10 0.06 0.173
H -0.416 0.931 5.550 -0.01 -0.11 -0.01 0.193
H -1.797 0.444 4.549 0.13 0.00 0.01 0.183
H 0.249 0.887 3.213 0.00 -0.20 -0.13 0.257
H -1.109 -1.666 3.287 0.23 -0.24 -0.02 0.403
H -0.127 -3.000 1.209 0.05 0.11 0.11 0.514
H -2.730 -1.568 1.292 0.08 -0.15 -0.09 0.498
H 1.743 -0.630 5.654 0.11 -0.13 -0.01 -0.082
H 2.700 0.331 3.995 -0.04 0.02 -0.02 -0.084
H 1.436 -2.399 2.976 -0.01 -0.01 0.03 0.393
C -0.483 -6.372 2.031 -0.07 0.12 0.02 -0.724
C 0.320 -5.145 2.371 0.17 -0.37 0.12 0.673
C 1.726 -5.364 2.852 -0.10 0.15 -0.02 -0.742
O -0.164 -4.030 2.267 -0.04 -0.91 0.60 -0.630
H -1.481 -6.095 1.700 0.01 -0.01 -0.01 0.235
H 0.025 -6.938 1.248 0.02 0.02 0.00 0.244
H -0.547 -7.025 2.903 0.02 0.01 0.00 0.241
H 2.294 -5.898 2.087 -0.02 0.01 -0.01 0.239
H 1.710 -6.004 3.736 -0.03 -0.01 -0.01 0.239
H 2.202 -4.416 3.095 0.05 -0.02 0.02 0.282
C 3.209 2.527 -3.241 0.06 0.11 0.00 -0.729
C 3.254 2.519 -1.734 -0.13 -0.03 -0.06 0.594
C 2.374 1.495 -1.063 0.08 0.03 0.12 -0.715
O 3.924 3.305 -1.104 0.02 -0.03 -0.01 -0.556
H 3.835 3.323 -3.637 0.03 -0.02 0.01 0.232
H 3.537 1.564 -3.639 -0.01 -0.01 0.03 0.221
H 2.183 2.685 -3.578 0.02 -0.01 -0.04 0.247
H 2.645 0.486 -1.381 0.00 0.01 -0.02 0.227
H 1.331 1.642 -1.349 0.00 -0.01 0.01 0.234
H 2.456 1.568 0.018 -0.02 -0.02 -0.01 0.238
C -0.045 2.635 -7.533 0.00 0.03 0.00 -0.721
C 0.211 2.582 -6.049 -0.01 -0.03 0.07 0.607
C -0.431 1.447 -5.291 0.06 0.04 0.09 -0.727
O 0.899 3.407 -5.489 -0.06 0.01 -0.08 -0.557
H 0.466 3.488 -7.970 -0.01 -0.01 0.00 0.235
H 0.299 1.712 -8.004 0.00 0.00 0.01 0.228
H -1.119 2.708 -7.718 0.00 0.00 0.01 0.235
H -0.087 0.488 -5.685 -0.04 0.00 -0.04 0.228
H -1.516 1.491 -5.396 0.00 0.00 -0.02 0.248
H -0.166 1.518 -4.237 -0.02 -0.02 0.00 0.229
C -1.204 4.369 -2.826 0.01 0.00 -0.09 -0.725
C -2.502 3.604 -2.882 0.01 -0.01 0.02 0.602
C -3.059 3.121 -1.566 0.00 -0.02 -0.02 -0.725
O -3.067 3.383 -3.931 0.04 -0.03 0.01 -0.561
H -0.897 4.658 -3.828 0.02 0.01 0.02 0.245
H -1.317 5.256 -2.200 0.00 -0.02 0.02 0.229
H -0.424 3.753 -2.375 -0.01 0.01 0.03 0.233
H -3.230 3.969 -0.899 0.01 0.00 0.00 0.227
H -2.336 2.467 -1.073 0.00 0.00 0.00 0.244
H -3.991 2.586 -1.731 0.00 0.00 0.01 0.231
```
Forces are in eV/Å.

Calculated values
Molecular weight (g mol⁻¹): 434.41
SMILES: COC[C@H](NP(=O)(O)O)[PH2]=N.CC(C)=O.CC(C)=O.CC(C)=O.CC(C)=O
Calculated total energy (eV): -54078.096
Lowest unoccupied orbital energy (eV): 0.12
Max |F| (eV/Å): 1.58


No. 4
Below is a structure of composition C15H37BBaN2O4 in a non-equilibrium geometry, with properties calculated with wB97M-V/def2-TZVPD.

Structure (XYZ):
```
60
Properties=species:S:1:pos:R:3:forces:R:3:mulliken_charge:R:1
Ba 0.176 1.736 0.350 3.04 -0.75 1.02 1.254
O 4.306 1.837 0.379 -0.69 -0.79 0.70 -0.945
C 3.845 2.867 1.180 0.13 -1.09 -1.22 -0.301
C 3.082 2.576 2.527 0.80 0.38 0.33 -0.684
O 1.716 2.410 2.636 -1.22 -0.75 -1.61 -0.902
H 3.228 3.494 0.537 -0.87 0.83 0.01 0.060
H 4.747 3.450 1.363 0.39 0.99 1.12 0.374
H 3.355 3.338 3.258 0.35 1.34 0.14 0.454
H 3.692 1.788 2.967 -0.01 -1.35 0.00 0.209
B 1.192 3.185 -1.723 0.31 0.30 -0.66 0.295
H 1.656 3.673 -2.566 1.68 2.01 -3.21 -0.243
H 0.349 2.602 -2.060 -3.28 -2.58 -1.57 -0.425
H 1.935 2.579 -1.229 2.69 -2.33 1.83 -0.110
H 0.764 3.895 -1.032 -1.59 3.13 2.94 -0.222
C 0.268 -4.060 -1.658 0.37 -0.40 -0.13 -1.726
C -0.457 -2.982 -0.796 0.01 1.07 0.36 1.439
C -1.195 -3.627 0.388 1.42 -0.25 -0.69 -1.011
C -0.245 -4.029 1.468 0.79 -0.95 1.03 -0.871
C 0.922 -3.080 1.873 -0.28 0.42 -0.29 -1.326
C 1.579 -2.242 0.694 -1.07 0.47 0.60 1.782
N 0.456 -1.911 -0.265 -0.83 1.56 1.04 0.628
O 0.702 -0.732 -1.076 -0.41 -1.20 0.40 -0.822
C 2.665 -3.037 0.028 1.31 -1.04 -0.22 -2.081
C 2.296 -0.962 1.427 -1.23 -1.89 -1.02 -1.878
C -1.636 -2.418 -1.609 0.36 1.56 -0.99 -1.940
H 0.524 -4.952 -1.087 -0.13 -0.10 0.34 0.321
H 1.234 -3.749 -2.054 -0.23 0.56 0.02 0.326
H -0.292 -4.429 -2.517 -0.43 0.15 -0.06 0.427
H -1.600 -4.511 -0.104 -0.66 -0.34 0.52 0.310
H -1.974 -3.011 0.837 -0.03 0.28 -0.52 0.424
H 0.214 -4.994 1.253 0.25 -0.13 -0.60 0.328
H -0.895 -4.345 2.285 0.21 0.40 0.81 0.380
H 1.672 -3.659 2.412 0.40 -0.44 -0.42 0.393
H 0.689 -2.386 2.681 -0.82 0.40 -0.31 0.550
H 3.066 -2.619 -0.895 -0.33 0.45 0.00 0.334
H 2.406 -4.071 -0.198 -0.45 -0.09 -0.04 0.497
H 3.533 -3.168 0.673 0.17 0.31 0.36 0.429
H 3.187 -0.629 0.894 -0.43 0.59 -0.16 0.319
H 2.618 -1.313 2.407 0.15 -0.22 0.09 0.372
H 1.561 -0.192 1.663 0.34 0.14 -0.22 0.330
H -1.236 -1.777 -2.394 0.07 -0.03 -0.13 0.375
H -2.341 -1.782 -1.073 0.45 0.30 0.69 0.343
H -2.341 -3.097 -2.088 0.55 -0.94 0.04 0.459
C -4.366 3.602 0.724 0.66 -1.51 0.24 -1.479
C -2.996 2.837 0.383 -2.13 0.83 -0.38 0.049
C -3.004 2.397 -1.096 0.27 -0.62 1.56 -0.895
O -1.868 1.531 -1.231 -1.31 0.99 -0.80 0.093
C -1.777 0.961 -2.517 -1.43 -0.85 -1.32 -1.173
N -1.897 3.721 0.616 0.18 -0.12 0.03 -0.349
H -5.171 2.884 0.881 -0.30 -0.09 -0.70 0.374
H -4.587 4.340 -0.047 -0.14 -0.12 -0.06 0.313
H -4.379 4.098 1.694 0.71 0.25 0.00 0.439
H -2.837 1.976 1.032 -0.48 -0.26 -0.02 0.349
H -3.045 3.292 -1.716 0.87 0.16 -0.39 0.395
H -3.950 1.910 -1.331 -0.04 -0.65 0.05 0.411
H -2.157 1.622 -3.296 0.58 0.78 0.00 0.448
H -2.530 0.177 -2.590 -0.09 -0.55 0.31 0.393
H -0.839 0.499 -2.826 0.33 0.52 0.89 0.311
H -2.024 4.495 -0.020 0.54 0.51 0.26 0.179
H -1.997 3.989 1.584 0.52 0.72 0.02 0.215
```
Forces are in eV/Å.

Calculated values
Molecular weight (g mol⁻¹): 457.61
Total charge: -2
Calculated total energy (eV): -28687.386
Lowest unoccupied orbital energy (eV): 3.61
Max |F| (eV/Å): 4.58